{"formula": "C10H9Br12O5P", "method": "the ωB97M-V functional and the def2-TZVPD basis", "largest_force_ev_per_a": 6.00, "orbital_gap_ev": 7.71, "total_charge": 0, "symbols": ["O", "C", "C", "C", "C", "O", "C", "P", "O", "O", "O", "C", "H", "H", "H", "H", "H", "C", "Br", "Br", "Br", "H", "C", "Br", "Br", "Br", "H", "C", "Br", "Br", "Br", "H", "C", "Br", "Br", "Br", "H"], "coordinates": [[2.031, 1.051, -3.508], [1.155, 0.476, -2.845], [-0.048, -0.345, -3.522], [-0.406, -1.593, -2.942], [0.456, -2.021, -1.656], [0.865, -3.190, -1.471], [0.788, -0.807, -0.657], [0.678, -0.989, 1.217], [-0.381, 0.031, 1.701], [2.126, -0.668, 2.036], [0.023, -2.524, 1.536], [1.147, 0.442, -1.236], [-0.596, 0.083, -4.416], [-1.259, -2.234, -3.330], [1.886, 0.049, 2.696], [-0.794, -2.565, 0.981], [1.410, 1.351, -0.608], [-4.140, -1.715, -0.607], [-5.910, -1.579, -1.388], [-2.753, -1.774, -1.968], [-3.809, -0.313, 0.688], [-4.101, -2.661, -0.071], [1.197, 2.872, 4.777], [1.638, 1.128, 5.500], [2.133, 4.295, 5.705], [1.485, 2.948, 2.861], [0.133, 3.027, 4.945], [0.990, -6.106, -4.316], [0.846, -4.521, -3.196], [-0.448, -7.363, -3.971], [1.117, -5.658, -6.202], [1.919, -6.605, -4.045], [0.229, 7.440, 3.493], [0.095, 9.027, 4.597], [-1.213, 6.192, 3.847], [0.353, 7.879, 1.609], [1.156, 6.939, 3.765]], "atomic_forces_ev_per_a": [[-2.7, -1.5, 2.1], [0.6, 0.5, -0.8], [-0.1, -2.2, 1.8], [2.4, 3.0, -0.8], [0.2, -0.7, 0.0], [-1.4, 5.6, 1.6], [1.2, 1.5, -1.7], [-3.4, 2.3, 2.5], [2.9, -2.2, -1.4], [-2.5, -0.7, -1.2], [1.6, 2.0, -1.2], [-1.0, -2.9, 0.2], [1.0, -0.6, 1.2], [2.2, 0.5, -0.1], [0.1, -0.9, -0.9], [0.7, 0.0, 0.6], [-0.2, -1.3, -1.0], [-0.4, 0.0, 0.2], [0.3, 0.0, 0.1], [-1.8, 0.3, 1.5], [0.0, -0.3, -0.4], [0.0, 0.2, -0.2], [-0.1, 0.1, 0.0], [0.0, 0.3, -0.2], [-0.1, -0.3, -0.2], [0.0, 0.0, 0.4], [0.3, 0.0, -0.1], [0.1, 0.2, -0.3], [0.1, -2.7, -1.8], [0.2, 0.2, -0.1], [0.0, -0.1, 0.2], [-0.2, 0.1, -0.1], [0.1, 0.0, 0.0], [0.0, -0.3, -0.2], [0.2, 0.2, -0.1], [-0.1, -0.1, 0.4], [-0.2, 0.1, -0.1]]}


{"formula": "C6H12Cl2N2O3", "method": "the ωB97M-V functional and the def2-TZVPD basis", "smiles": "NCCCCC(=O)C(=O)O.ClNCl", "largest_force_ev_per_a": 5.58, "orbital_gap_ev": 8.43, "total_charge": 0, "symbols": ["C", "C", "C", "C", "C", "C", "N", "N", "O", "O", "O", "Cl", "Cl", "H", "H", "H", "H", "H", "H", "H", "H", "H", "H", "H", "H"], "coordinates": [[-0.070, 2.936, -0.465], [0.061, -0.478, 0.830], [-1.386, -0.691, 0.122], [0.416, 0.968, 1.229], [-1.889, -2.115, -0.120], [0.869, 1.811, 0.095], [3.297, -0.858, -0.517], [-3.240, -2.259, -0.474], [0.434, 3.646, -1.465], [-1.124, 3.156, 0.091], [1.901, 1.656, -0.503], [4.824, -0.783, -1.389], [3.458, -1.220, 1.169], [0.847, -0.773, -0.008], [0.173, -1.200, 1.810], [-2.151, -0.149, 0.605], [-1.311, -0.158, -0.825], [1.257, 0.823, 2.036], [-0.375, 1.303, 1.687], [-1.338, -2.628, -0.910], [-1.629, -2.774, 0.793], [-3.429, -2.250, -1.457], [-3.962, -1.764, -0.041], [1.409, 3.682, -1.505], [2.957, 0.121, -0.787]], "atomic_forces_ev_per_a": [[-0.3, 0.0, 2.1], [0.2, -2.8, -1.1], [2.2, 0.4, -0.1], [4.7, -3.0, -0.1], [2.0, -1.2, 1.6], [-0.6, 0.3, -0.6], [-0.1, 0.8, -1.8], [-0.8, -1.1, -1.2], [-0.2, 0.7, -0.2], [0.9, -0.2, -1.3], [0.8, 0.0, -0.2], [0.0, -0.3, 0.5], [0.2, 0.8, -0.5], [-1.5, 0.0, 2.0], [-0.2, 1.8, -2.6], [-0.9, 0.6, 1.2], [0.0, -0.1, -0.4], [-1.2, 0.7, -1.8], [-4.2, 2.5, 2.5], [0.3, 0.3, 0.0], [-0.5, 1.1, -0.9], [0.2, 0.0, -0.4], [-0.7, 1.0, 1.2], [-0.5, -0.8, 0.1], [0.2, -1.4, 1.9]]}


{"formula": "C23H29B2F5NO7", "method": "the ωB97M-V functional and the def2-TZVPD basis", "largest_force_ev_per_a": 1.49, "orbital_gap_ev": 8.10, "total_charge": -1, "symbols": ["C", "C", "C", "C", "C", "C", "C", "C", "C", "C", "C", "C", "C", "O", "C", "C", "O", "C", "C", "C", "C", "C", "O", "F", "C", "O", "N", "C", "B", "O", "O", "C", "O", "H", "H", "H", "H", "H", "H", "H", "H", "H", "H", "H", "H", "H", "H", "H", "H", "H", "H", "H", "H", "H", "H", "H", "H", "H", "H", "H", "H", "H", "B", "F", "F", "F", "F"], "coordinates": [[-3.993, 3.408, 0.468], [-2.763, 3.761, 0.033], [-2.056, 3.204, -1.125], [-0.658, 3.084, -1.074], [0.118, 2.587, -2.114], [1.616, 2.489, -2.004], [2.088, 1.167, -1.393], [1.726, 0.989, 0.090], [2.781, 0.129, 0.824], [2.163, -0.935, 1.757], [3.012, -1.180, 3.014], [2.239, -1.869, 4.138], [2.214, -3.393, 4.026], [0.878, -3.798, 3.620], [0.668, -5.112, 3.545], [-0.627, -5.460, 2.853], [1.407, -5.955, 3.985], [-0.569, 2.191, -3.250], [-1.949, 2.314, -3.337], [-2.719, 2.798, -2.297], [-4.214, 2.848, -2.494], [-4.830, 1.528, -2.143], [-4.270, 0.587, -1.678], [-6.142, 1.440, -2.438], [-2.366, 1.825, -4.693], [-3.416, 1.983, -5.257], [-1.244, 1.177, -5.213], [-1.327, -0.133, -5.869], [-2.367, -1.079, -5.119], [-1.977, -1.838, -4.022], [-3.655, -1.114, -5.561], [-0.080, 1.583, -4.531], [1.036, 1.476, -4.954], [-4.296, 2.369, 0.538], [-4.707, 4.174, 0.750], [-2.208, 4.500, 0.610], [-0.137, 3.396, -0.177], [2.052, 2.587, -2.997], [1.984, 3.331, -1.414], [1.738, 0.315, -1.979], [3.178, 1.165, -1.465], [0.774, 0.463, 0.166], [1.704, 1.955, 0.595], [3.462, 0.760, 1.397], [3.391, -0.405, 0.091], [1.182, -0.583, 2.082], [2.088, -1.868, 1.195], [3.345, -0.206, 3.378], [3.883, -1.789, 2.764], [1.199, -1.537, 4.169], [2.681, -1.611, 5.097], [2.945, -3.775, 3.313], [2.439, -3.835, 4.994], [-0.432, -5.934, 1.895], [-1.189, -6.124, 3.506], [-1.218, -4.559, 2.703], [-4.451, 3.054, -3.537], [-4.661, 3.639, -1.892], [-0.335, -0.570, -5.949], [-1.677, 0.000, -6.897], [-2.460, -1.587, -3.226], [-4.218, -1.560, -4.918], [4.649, -1.295, 7.490], [3.665, -0.465, 6.897], [5.925, -0.774, 7.210], [4.445, -1.338, 8.879], [4.536, -2.595, 6.948]], "atomic_forces_ev_per_a": [[0.3, 0.1, -0.2], [-0.3, -0.2, 0.2], [0.8, -1.1, 0.6], [0.0, 0.2, -0.1], [0.2, 0.2, -0.2], [-0.2, -0.1, -0.3], [0.4, 0.5, 0.4], [0.8, -0.7, -0.2], [-0.3, -0.6, 0.0], [0.7, 0.4, 0.2], [-0.6, 0.1, 0.0], [0.2, -0.4, 0.0], [-0.1, 0.4, 0.7], [0.3, -0.1, -0.5], [-0.1, -0.4, 0.1], [-0.3, 0.6, 0.4], [0.3, 0.0, -0.1], [-0.1, 0.2, 0.0], [0.4, 0.2, 0.1], [-0.5, 0.2, -0.2], [0.0, 0.2, 0.0], [0.4, -0.5, 0.2], [-0.3, 0.2, -0.2], [0.0, 0.3, 0.0], [0.3, 0.1, 0.6], [-0.3, -0.4, -0.1], [0.3, -0.3, 0.0], [-0.5, 0.0, -1.4], [0.1, -0.3, 0.3], [0.1, 0.8, 0.1], [0.1, 0.3, 0.2], [-0.4, 0.1, 0.4], [0.2, -0.4, 0.1], [-0.5, 0.0, -1.2], [0.4, -0.1, 1.4], [-0.4, 0.9, -0.8], [-0.1, 0.1, 0.1], [-0.1, 0.0, 0.0], [0.0, -0.1, 0.2], [-0.1, 0.0, 0.0], [0.0, 0.0, -0.1], [-0.2, 0.4, 0.1], [-0.4, 0.1, 0.0], [0.0, 0.1, 0.0], [0.1, 0.1, -0.1], [-0.1, -0.2, -0.1], [-0.5, 0.0, 0.1], [0.2, -0.1, 0.0], [0.2, 0.2, 0.0], [0.0, 0.2, 0.0], [0.1, 0.1, 0.1], [-0.1, -0.1, -0.1], [-0.1, -0.2, 0.0], [0.1, -0.1, 0.0], [0.1, -0.2, -0.1], [0.0, 0.0, -0.2], [0.0, -0.1, 0.0], [-0.1, -0.1, 0.1], [0.1, 0.2, 0.3], [0.1, 0.1, 0.0], [0.0, -0.4, 0.1], [-0.1, -0.2, -0.2], [0.0, 0.0, 0.0], [0.0, 0.0, -0.1], [0.0, 0.0, 0.0], [0.0, 0.0, 0.0], [0.0, 0.0, -0.1]]}


{"formula": "C4H7NO", "method": "the ωB97M-V functional and the def2-TZVPD basis", "smiles": "C[C@H]1CN=CO1", "largest_force_ev_per_a": 0.38, "orbital_gap_ev": 10.60, "total_charge": 0, "symbols": ["C", "C", "C", "N", "C", "O", "H", "H", "H", "H", "H", "H", "H"], "coordinates": [[0.086, 1.331, -0.843], [-0.499, 0.398, 0.210], [-0.606, -1.074, -0.241], [0.568, -1.728, 0.351], [1.010, -0.904, 1.203], [0.426, 0.309, 1.328], [0.649, 2.130, -0.353], [-0.702, 1.787, -1.451], [0.766, 0.793, -1.514], [-1.432, 0.796, 0.617], [-1.504, -1.571, 0.144], [-0.603, -1.183, -1.331], [1.841, -1.084, 1.880]], "atomic_forces_ev_per_a": [[0.0, 0.0, 0.0], [-0.1, 0.0, -0.1], [-0.2, 0.0, -0.1], [0.1, 0.2, 0.3], [0.1, -0.3, -0.1], [0.1, 0.0, 0.0], [-0.1, 0.0, -0.1], [0.1, -0.1, 0.1], [-0.1, 0.1, 0.2], [0.1, -0.1, -0.1], [0.1, 0.1, -0.1], [0.0, 0.1, 0.2], [-0.1, 0.0, -0.1]]}